DFT (ωB97M-V/def2-TZVPD) results for a structure of composition C33H25AsF8N2O3STi.

Output
- Energy relative to the best compared isomer or geometry (same formula, charge and spin): 0.596 eV
- HOMO level (alpha / beta): -4.833 / -5.868 eV
- 2S+1: 2
- Max |F|: 3.49 eV Å⁻¹
- E: -5890.1249 Ha
- Expectation value of S²: 0.76
- Net charge: -1

Last column: Mulliken charge in e.
CARTESIAN COORDINATES (ANGSTROEM)
Ti1 9.81 16.81 12.71  -0.216
C1 13.22 15.05 10.05  -0.723
O1 12.78 16.15 9.26  -0.439
C2 12.92 17.34 9.89  0.368
C3 13.77 18.24 9.37  -0.291
C4 13.86 19.59 9.85  -0.766
C5 13.16 19.87 10.99  -0.939
C6 12.34 18.88 11.55  1.144
C7 11.73 19.29 12.83  -0.914
N1 10.83 18.55 13.39  0.456
N2 10.56 18.95 14.69  -0.964
C8 9.81 18.04 15.28  0.630
O2 9.37 17.00 14.64  -0.541
C9 9.40 18.21 16.73  0.196
C10 9.40 19.48 17.29  -0.138
C11 9.01 19.76 18.63  -0.661
C12 8.75 18.60 19.44  -0.215
C13 8.90 17.31 18.88  -0.780
C14 9.14 17.12 17.51  -0.172
C15 12.23 17.60 11.07  0.641
O3 11.33 16.74 11.47  -0.257
H1 14.31 15.16 10.15  0.371
H2 12.93 14.15 9.54  0.162
H3 12.79 15.04 11.02  0.273
H4 14.34 17.89 8.48  0.326
H5 14.51 20.38 9.45  0.347
H6 13.15 20.80 11.50  0.370
H7 12.04 20.27 13.26  0.223
H8 9.65 20.29 16.56  0.308
H9 8.88 20.79 19.00  0.348
H10 8.36 18.77 20.44  0.360
H11 8.58 16.54 19.51  0.393
H12 8.95 16.21 16.96  0.411
C16 8.41 16.02 8.45  -0.915
As1 7.74 15.04 6.91  0.558
C17 7.67 13.18 7.68  -1.055
C18 9.12 14.63 5.64  -1.104
S1 5.95 15.83 6.28  -0.494
H13 9.42 15.68 8.63  0.282
H14 7.66 15.77 9.23  0.352
H15 8.24 17.05 8.20  0.243
H16 6.90 12.65 7.13  0.394
H17 7.49 13.21 8.76  0.304
H18 8.64 12.70 7.59  0.294
H19 9.36 15.47 5.07  0.383
H20 8.66 13.86 5.03  0.328
H21 9.88 14.24 6.25  0.387
F1 9.63 7.33 10.56  -0.261
C19 9.47 8.29 9.67  0.889
F2 8.29 8.16 9.10  -0.252
F3 10.37 8.05 8.67  -0.298
C20 9.62 9.65 10.32  -0.019
C21 8.94 9.94 11.54  -0.847
C22 8.96 11.23 12.06  -0.563
C23 9.69 12.28 11.46  0.531
C24 10.40 11.95 10.34  -0.331
C25 10.36 10.74 9.74  -0.587
C26 9.53 13.64 11.96  -0.152
C27 9.27 14.73 12.50  -0.797
H22 8.48 9.14 11.98  0.535
H23 8.33 11.42 12.91  0.467
H24 10.81 12.78 9.86  0.727
H25 10.92 10.54 8.85  0.455
F4 6.79 17.03 12.93  -0.343
C28 7.02 17.78 11.83  0.856
C29 8.33 17.94 11.38  -0.428
C30 8.47 18.76 10.27  0.651
F5 9.66 19.25 9.81  -0.372
C31 7.33 19.25 9.63  0.228
F6 7.45 20.05 8.49  -0.392
C32 6.07 19.01 10.07  0.724
F7 5.03 19.41 9.39  -0.340
C33 5.85 18.28 11.22  -0.062
F8 4.67 17.80 11.55  -0.289

DFT (ωB97M-V/def2-TZVPD) results for a structure of composition C2H8N3S.

Output
- Energy relative to the best compared isomer or geometry (same formula, charge and spin): 3.829 eV
- HOMO level (alpha / beta): -9.379 / -14.346 eV
- 2S+1: 3
- Max |F|: 5.45 eV Å⁻¹
- E: -642.9475 Ha
- Expectation value of S²: 2.01
- Net charge: +1

Last column: Mulliken charge in e.
CARTESIAN COORDINATES (ANGSTROEM)
C1 -0.35 -0.38 1.09  -0.535
C2 0.14 1.53 -0.51  -0.494
N1 0.82 -0.79 0.38  0.072
N2 0.71 -1.84 -0.54  -0.438
N3 -0.98 0.54 0.01  -0.327
S1 1.61 0.71 0.12  0.013
H1 -1.06 -1.17 1.15  0.406
H2 -0.11 0.10 2.05  0.303
H3 0.08 1.59 -1.58  0.386
H4 0.16 2.44 0.13  0.377
H5 0.35 -1.43 -1.40  0.217
H6 1.59 -2.38 -0.45  0.267
H7 -1.19 -0.20 -0.68  0.362
H8 -1.75 1.27 0.23  0.392

DFT (ωB97M-V/def2-TZVPD) results for a structure of composition C4H13NO2.

Output
- Energy relative to the best compared isomer or geometry (same formula, charge and spin): 8.627 eV
- HOMO level: -7.724 eV
- Max |F|: 6.23 eV Å⁻¹
- E: -365.1254 Ha
- Net charge: 0

Last column: Mulliken charge in e.
CARTESIAN COORDINATES (ANGSTROEM)
N1 -0.06 2.88 -1.95  -0.604
C1 -1.24 1.29 -0.35  -0.249
C2 0.18 -2.25 -0.44  -0.933
C3 -0.70 -1.05 -0.75  0.001
C4 -0.25 0.22 -0.56  -0.180
H1 -0.70 2.06 -1.17  0.132
H2 0.52 2.78 -2.73  0.121
H3 -2.23 1.19 -0.82  0.405
H4 -1.18 1.84 0.58  0.317
H5 1.03 -2.05 0.30  0.227
H6 -0.30 -3.20 -0.13  0.322
H7 0.70 -2.47 -1.42  0.326
H8 -1.70 -1.15 -1.16  0.361
H9 0.81 0.30 -0.64  0.447
H10 -0.44 -0.59 3.22  0.254
H11 0.58 -0.47 1.91  0.374
O1 -0.39 -0.67 2.25  -0.683
H12 -0.24 3.88 -1.83  0.153
H13 2.53 0.02 1.51  0.167
O2 2.03 -0.77 1.34  -0.960

DFT (ωB97M-V/def2-TZVPD) results for a structure of composition C4H3KO6.

Output
- Energy relative to the best compared isomer or geometry (same formula, charge and spin): 0.000 eV
- HOMO level: -8.159 eV
- Max |F|: 5.56 eV Å⁻¹
- E: -1205.5722 Ha
- Net charge: 0

Last column: Mulliken charge in e.
CARTESIAN COORDINATES (ANGSTROEM)
O1 1.53 -1.33 0.96  -0.434
C1 0.63 -1.12 0.17  0.777
O2 -0.20 0.14 -1.74  -0.376
C2 -0.19 1.39 -1.19  0.972
C3 0.78 -0.75 -1.27  -0.345
O3 0.64 1.64 -0.29  -0.851
O4 -1.01 2.19 -1.68  -0.865
H1 1.81 -0.39 -1.43  0.261
H2 0.67 -1.68 -1.85  0.302
K1 -0.19 4.18 -0.27  0.980
O5 -1.30 -1.21 2.97  -0.207
C4 -0.35 -0.78 2.20  -0.256
O6 -0.67 -0.95 0.93  -0.237
H3 -2.15 -1.33 2.50  0.279

DFT (ωB97M-V/def2-TZVPD) results for a cluster of 13 separate species, H26O13 in total.

Output
- Energy relative to the best compared isomer or geometry (same formula, charge and spin): 1.292 eV
- HOMO level: -10.421 eV
- Max |F|: 0.68 eV Å⁻¹
- E: -993.7257 Ha
- Net charge: 0

Last column: Mulliken charge in e.
CARTESIAN COORDINATES (ANGSTROEM)
O1 -16.99 12.58 14.46  -0.669
H1 -16.08 12.61 14.09  0.401
H2 -17.28 13.51 14.43  0.327
O2 -14.41 12.84 13.47  -0.745
H3 -14.25 11.92 13.70  0.325
H4 -13.75 13.34 14.00  0.379
O3 -17.84 15.21 14.77  -0.714
H5 -18.39 15.98 14.94  0.293
H6 -17.00 15.40 15.23  0.367
O4 -15.03 16.14 18.66  -0.583
H7 -15.77 16.60 19.07  0.290
H8 -15.40 15.32 18.30  0.297
O5 -14.28 9.44 17.41  -0.636
H9 -15.01 9.41 16.78  0.372
H10 -14.64 9.75 18.25  0.315
O6 -15.24 16.16 15.69  -0.676
H11 -14.71 16.42 14.93  0.287
H12 -14.97 16.74 16.41  0.311
O7 -16.50 10.03 15.59  -0.655
H13 -16.71 10.96 15.39  0.389
H14 -17.21 9.74 16.17  0.314
O8 -12.17 15.30 17.63  -0.630
H15 -12.89 14.76 17.29  0.349
H16 -12.50 16.20 17.60  0.277
O9 -18.39 10.94 17.67  -0.591
H17 -18.54 11.88 17.81  0.287
H18 -19.20 10.52 17.99  0.298
O10 -12.35 14.02 14.94  -0.606
H19 -12.35 13.74 15.87  0.280
H20 -11.44 13.97 14.66  0.267
O11 -16.48 10.34 19.68  -0.629
H21 -17.02 10.27 18.88  0.352
H22 -17.12 10.55 20.37  0.254
O12 -13.78 11.07 20.19  -0.603
H23 -13.63 11.43 19.31  0.276
H24 -14.73 11.10 20.31  0.341
O13 -14.31 13.69 16.67  -0.376
H25 -14.91 12.97 16.90  0.202
H26 -14.85 14.37 16.22  0.261

DFT (ωB97M-V/def2-TZVPD) results for a structure of composition C30H41N5SSe2Te2W.

Output
- Energy relative to the best compared isomer or geometry (same formula, charge and spin): 1.832 eV
- HOMO level: -12.518 eV
- Max |F|: 3.85 eV Å⁻¹
- E: -7245.2389 Ha
- Net charge: +2

Last column: Mulliken charge in e.
CARTESIAN COORDINATES (ANGSTROEM)
W1 -0.80 0.75 0.62  -0.017
S1 -0.93 2.39 2.41  -0.520
C1 -2.05 1.20 2.99  0.570
C2 -2.97 1.41 4.01  -0.847
C3 -3.77 0.30 4.34  -0.314
C4 -3.59 -0.92 3.71  -1.224
C5 -2.74 -0.97 2.61  -0.126
N1 -2.02 0.11 2.22  0.226
H1 -3.05 2.36 4.50  0.519
H2 -4.44 0.39 5.15  0.473
H3 -4.23 -1.73 4.12  0.418
H4 -2.63 -1.84 2.01  0.703
Se1 0.26 -2.61 -3.25  0.050
Te1 -1.25 -4.01 -4.81  -0.077
Te2 -0.30 -2.15 -6.55  0.006
Se2 -0.37 -0.66 -4.47  -0.096
C6 0.26 -1.50 5.14  -1.593
C7 0.45 -1.81 3.69  0.238
C8 0.15 -3.03 3.09  -0.761
C9 0.15 -3.23 1.72  0.147
C10 0.06 -4.60 1.12  -1.687
C11 0.34 -2.16 0.85  1.038
C12 0.73 -0.96 1.40  -1.368
C13 0.80 -0.73 2.78  0.236
N2 0.96 0.24 0.49  1.182
C14 2.32 0.57 -0.02  1.572
C15 2.20 2.00 -0.53  -0.632
C16 3.59 2.40 -1.11  0.339
C17 3.92 1.49 -2.31  -1.415
C18 3.95 0.05 -1.86  0.270
C19 5.00 -0.14 -0.75  -1.416
C20 4.80 0.85 0.40  0.264
C21 4.74 2.31 -0.09  -1.234
C22 3.41 0.45 1.06  -1.626
C23 2.55 -0.34 -1.20  -0.429
H5 0.08 -2.43 5.57  0.478
H6 -0.61 -0.87 5.25  0.271
H7 1.12 -0.99 5.62  0.334
H8 0.01 -3.84 3.75  0.631
H9 1.06 -5.07 1.03  0.323
H10 -0.37 -4.61 0.06  0.281
H11 -0.63 -5.28 1.65  0.437
H12 0.21 -2.29 -0.25  -0.319
H13 1.32 0.19 3.07  0.301
H14 1.99 2.83 0.15  0.432
H15 1.34 2.07 -1.29  -0.582
H16 3.55 3.48 -1.27  0.341
H17 4.86 1.69 -2.73  0.657
H18 3.09 1.63 -3.05  0.323
H19 4.20 -0.57 -2.69  0.512
H20 5.96 -0.02 -1.24  0.477
H21 4.90 -1.14 -0.35  0.560
H22 5.59 0.83 1.17  0.330
H23 5.70 2.71 -0.46  0.432
H24 4.43 2.95 0.77  0.448
H25 3.25 1.21 1.89  0.361
H26 3.43 -0.56 1.49  0.406
H27 2.62 -1.38 -0.81  0.550
H28 1.75 -0.28 -1.99  -0.536
C24 -4.28 -0.70 -1.89  -1.074
C25 -3.42 -0.99 -0.73  -0.205
N3 -2.06 -0.35 -0.95  0.791
C26 -2.20 0.88 -1.63  0.167
N4 -1.40 1.78 -1.08  0.244
C27 -1.22 3.05 -1.70  -0.980
C28 -2.39 3.48 -2.53  -0.877
C29 -2.75 2.29 -3.43  -0.479
N5 -2.93 1.04 -2.66  0.139
C30 -3.67 -0.19 -3.15  -0.313
H29 -5.06 -0.02 -1.53  0.342
H30 -4.86 -1.61 -2.12  0.443
H31 -3.39 -2.05 -0.51  0.539
H32 -3.78 -0.53 0.16  0.196
H33 -1.46 -1.04 -1.54  -0.228
H34 -0.36 3.10 -2.30  0.449
H35 -1.04 3.71 -0.90  0.486
H36 -2.01 4.26 -3.17  0.402
H37 -3.21 3.82 -1.91  0.362
H38 -1.85 2.22 -3.99  0.270
H39 -3.73 2.43 -3.84  0.466
H40 -2.87 -0.83 -3.50  0.084
H41 -4.34 0.06 -3.96  0.463